Below is 2 unconnected molecules or ions with the total composition C5H16N3, with properties calculated with ωB97M-V/def2-TZVPD.

Atoms and positions in Å:
1 C 0.38 2.11 0.53
2 N -0.36 1.11 -0.25
3 C -1.79 1.44 -0.24
4 C 0.13 1.07 -1.63
5 H -0.03 2.16 1.53
6 H 0.32 3.10 0.06
7 H 1.44 1.83 0.58
8 H -2.35 0.69 -0.79
9 H -2.15 1.49 0.79
10 H -1.97 2.41 -0.71
11 H -0.41 0.30 -2.19
12 H 1.19 0.84 -1.64
13 H -0.02 2.03 -2.14
14 C 2.13 -1.50 0.39
15 N 0.68 -1.39 0.39
16 C -0.08 -2.39 0.70
17 N -1.40 -2.33 0.74
18 H 2.55 -0.82 1.13
19 H 2.52 -1.23 -0.59
20 H 2.43 -2.52 0.62
21 H 0.23 -0.45 0.17
22 H 0.37 -3.34 0.95
23 H -1.89 -1.47 0.56
24 H -1.93 -3.14 1.03

For the orbital gap, the calculation gives 10.388 eV. Its largest force on an atom is 0.25 eV Å⁻¹. The net charge is +1. The LUMO energy is -2.74 eV. The value obtained for the total energy is -9908.8809 eV.